Formula: C19H27NO2
Source: the Open Molecules 2025 dataset
Level of theory: ωB97M-V with the def2-TZVPD basis set

Atoms and positions in Å:
O -0.56 -0.68 1.79
O -0.05 0.03 -0.27
N 4.11 0.60 0.06
C 5.93 -0.89 -0.42
C -1.97 -1.66 -1.35
C 4.57 -0.39 -0.92
C -3.77 2.27 -1.22
C -2.71 -3.38 0.13
C -1.67 -3.10 -0.96
C -4.14 2.07 1.14
C -3.09 1.07 -1.22
C 6.07 -0.25 0.96
C -2.94 0.34 -0.04
C -2.86 -2.05 0.88
C 3.32 1.67 -0.49
C -3.46 0.86 1.14
C -2.18 -0.97 0.00
C 1.18 0.55 0.22
C 1.94 1.18 -0.94
C -4.30 2.77 -0.04
C -0.85 -0.55 0.63
C 5.27 1.03 0.81
H -1.16 -1.20 -1.93
H -3.32 0.33 2.06
H -4.83 3.71 -0.05
H -2.37 -2.08 1.85
H -2.41 -4.19 0.79
H 7.11 -0.08 1.25
H -3.91 -1.81 1.04
H 5.87 1.79 0.26
H -3.88 2.82 -2.14
H -0.66 -3.17 -0.54
H 5.60 -0.88 1.72
H -1.74 -3.79 -1.79
H 3.84 -1.21 -0.97
H 2.05 0.43 -1.73
H 5.99 -1.97 -0.38
H -2.89 -1.62 -1.93
H 3.18 2.41 0.30
H 4.96 1.46 1.76
H 1.77 -0.26 0.67
H -2.67 0.70 -2.14
H -3.65 -3.66 -0.34
H 4.65 0.05 -1.93
H 1.37 2.01 -1.34
H 0.97 1.29 1.00
H -4.54 2.46 2.06
H 6.73 -0.53 -1.08
H 3.82 2.16 -1.34

Values from the calculation:
Highest occupied orbital energy   -8.5 eV
F_max   0.0098 hartree/bohr
Frontier orbital gap   9.354 eV
Energy above the lowest of the compared OMol25 structures with the same formula, charge and spin   0.558 eV
SMILES   O=C(OCCCN1CCCC1)C1(c2ccccc2)CCCC1
2S+1   1
LUMO level   0.85 eV
Total charge   0

Löwdin charges in e: number 1, O, carries 0.128; number 2, O, carries 0.012; number 3, N, carries -0.190; number 4, C, carries -0.166; number 5, C, carries -0.131; number 6, C, carries -0.183; number 7, C, carries -0.081; number 8, C, carries -0.169; number 9, C, carries -0.174; number 10, C, carries -0.076; number 11, C, carries -0.024; number 12, C, carries -0.175; number 13, C, carries -0.159; number 14, C, carries -0.106; number 15, C, carries -0.215; number 16, C, carries -0.025; number 17, C, carries -0.310; number 18, C, carries -0.158; number 19, C, carries -0.148; number 20, C, carries -0.095; number 21, C, carries -0.446; number 22, C, carries -0.204; number 23, H, carries 0.117; number 24, H, carries 0.121; number 25, H, carries 0.099; number 26, H, carries 0.113; number 27, H, carries 0.107; number 28, H, carries 0.106; number 29, H, carries 0.118; number 30, H, carries 0.122; number 31, H, carries 0.101; number 32, H, carries 0.117; number 33, H, carries 0.111; number 34, H, carries 0.109; number 35, H, carries 0.113; number 36, H, carries 0.111; number 37, H, carries 0.103; number 38, H, carries 0.128; number 39, H, carries 0.123; number 40, H, carries 0.120; number 41, H, carries 0.130; number 42, H, carries 0.110; number 43, H, carries 0.109; number 44, H, carries 0.116; number 45, H, carries 0.119; number 46, H, carries 0.140; number 47, H, carries 0.102; number 48, H, carries 0.105; number 49, H, carries 0.123

=====

Formula: C6H14N3
Source: the Open Molecules 2025 dataset
Level of theory: ωB97M-V with the def2-TZVPD basis set

Atoms and positions in Å:
N 1.67 1.43 0.38
N 3.37 -0.83 0.31
N 2.15 -0.74 -0.42
C -2.31 -0.85 -0.50
C -1.04 1.37 -1.06
C -1.08 0.21 1.44
C 0.01 0.26 -0.99
C -1.28 0.26 -0.11
C 1.38 0.32 -0.33
H -0.65 2.32 -0.79
H -2.16 -1.74 0.09
H 3.45 -1.66 0.86
H -2.05 -1.10 -1.59
H -1.88 0.79 1.97
H 4.20 -0.27 -0.09
H -0.02 -0.47 -1.83
H -0.15 0.73 1.72
H -3.30 -0.48 -0.38
H 1.86 -1.54 -1.06
H 0.92 2.01 0.64
H -1.37 -0.79 1.82
H 2.38 1.56 1.02
H -1.70 1.25 -2.02

Values from the calculation:
Highest occupied orbital energy   -13.8 eV
F_max   0.0637 hartree/bohr
Frontier orbital gap   10.796 eV
Energy above the lowest of the compared OMol25 structures with the same formula, charge and spin   2.089 eV
SMILES   CC1(C)C[C@H]1/C(N)=[NH+]/N
2S+1   1
LUMO level   -3.02 eV
Total charge   +1

Löwdin charges in e: number 1, N, carries 0.234; number 2, N, carries 0.050; number 3, N, carries 0.015; number 4, C, carries -0.018; number 5, C, carries -0.021; number 6, C, carries -0.015; number 7, C, carries -0.149; number 8, C, carries -0.428; number 9, C, carries -0.247; number 10, H, carries 0.101; number 11, H, carries 0.076; number 12, H, carries 0.097; number 13, H, carries 0.108; number 14, H, carries 0.099; number 15, H, carries 0.156; number 16, H, carries 0.146; number 17, H, carries 0.064; number 18, H, carries 0.079; number 19, H, carries 0.207; number 20, H, carries 0.093; number 21, H, carries 0.089; number 22, H, carries 0.101; number 23, H, carries 0.165

=====

Formula: C30H29AuF3N3O6S
Source: the Open Molecules 2025 dataset
Level of theory: ωB97M-V with the def2-TZVPD basis set

Atoms and positions in Å:
Au 0.82 0.86 -1.90
S 2.39 -1.96 3.11
F 4.75 -3.18 2.87
F 3.17 -4.45 3.64
F 3.22 -3.93 1.54
O -1.97 -2.80 -3.44
O -3.65 3.20 0.33
O 2.77 -1.05 2.05
O 2.83 -1.58 4.44
O 1.05 -2.49 3.03
O -0.77 0.40 1.52
N -2.58 1.16 -0.80
N -1.51 -0.79 -1.51
N -2.90 -0.79 0.41
C -4.15 4.07 1.30
C -2.23 -0.18 -0.66
C 4.30 0.22 -3.47
C -0.38 -2.48 -0.13
C 0.03 -3.79 0.07
C -1.32 -3.08 -2.26
C -0.91 -4.39 -2.05
C -2.35 3.41 -0.11
C -0.39 4.72 -0.39
C -0.25 -4.75 -0.88
C -1.92 0.59 2.18
C -3.04 -0.06 1.63
C -2.08 1.36 3.33
C 4.27 -0.38 -1.15
C -1.70 4.61 0.06
C 3.58 -0.28 -2.37
C 0.39 1.10 1.95
C 2.15 -0.66 -2.48
C 6.30 0.48 -2.14
C 0.22 3.64 -0.99
C 5.63 0.59 -3.36
C -1.09 -2.11 -1.27
C 5.60 -0.01 -1.04
C -4.27 0.04 2.25
C 3.43 -3.45 2.77
C -1.39 -1.75 -4.21
C -4.42 0.78 3.42
C -3.32 1.45 3.94
C -1.73 2.30 -0.73
C -0.40 2.39 -1.18
H 1.93 -1.01 -3.49
H -5.11 3.66 1.63
H -0.14 -1.72 0.61
H 1.94 -1.49 -1.79
H -4.32 5.08 0.90
H 3.79 0.32 -4.42
H -2.19 5.45 0.55
H 0.08 -5.78 -0.74
H -1.22 1.87 3.75
H -3.42 2.04 4.84
H 6.16 0.97 -4.23
H 7.34 0.77 -2.05
H 0.23 2.18 1.88
H 6.10 -0.11 -0.08
H 1.18 0.80 1.27
H -1.68 -1.94 -5.25
H 0.58 -4.02 0.98
H -2.67 -1.77 0.51
H -3.47 4.14 2.16
H 0.14 5.66 -0.27
H 0.67 0.80 2.96
H -0.30 -1.75 -4.12
H 1.25 3.75 -1.31
H -5.39 0.85 3.90
H -1.75 -0.77 -3.89
H -1.11 -5.12 -2.83
H -3.43 1.35 -0.28
H -5.11 -0.46 1.79
H 3.74 -0.75 -0.28

Values from the calculation:
Highest occupied orbital energy   -1.8 eV
F_max   0.0021 hartree/bohr
Frontier orbital gap   5.997 eV
Energy above the lowest of the compared OMol25 structures with the same formula, charge and spin   0.077 eV
2S+1   1
LUMO level   4.22 eV
Total charge   -2

Löwdin charges in e: number 1, Au, carries 0.768; number 2, S, carries 0.430; number 3, F, carries 0.100; number 4, F, carries 0.091; number 5, F, carries 0.106; number 6, O, carries -0.113; number 7, O, carries -0.125; number 8, O, carries -0.326; number 9, O, carries -0.337; number 10, O, carries -0.328; number 11, O, carries -0.083; number 12, N, carries 0.136; number 13, N, carries 0.135; number 14, N, carries 0.134; number 15, C, carries -0.110; number 16, C, carries -0.384; number 17, C, carries -0.091; number 18, C, carries -0.021; number 19, C, carries -0.079; number 20, C, carries -0.249; number 21, C, carries -0.033; number 22, C, carries -0.232; number 23, C, carries -0.139; number 24, C, carries -0.105; number 25, C, carries -0.220; number 26, C, carries -0.181; number 27, C, carries -0.007; number 28, C, carries -0.058; number 29, C, carries -0.072; number 30, C, carries -0.349; number 31, C, carries -0.047; number 32, C, carries -0.332; number 33, C, carries -0.152; number 34, C, carries -0.189; number 35, C, carries -0.141; number 36, C, carries -0.220; number 37, C, carries -0.113; number 38, C, carries -0.033; number 39, C, carries -0.664; number 40, C, carries -0.087; number 41, C, carries -0.121; number 42, C, carries -0.110; number 43, C, carries -0.213; number 44, C, carries -0.271; number 45, H, carries 0.004; number 46, H, carries 0.085; number 47, H, carries 0.104; number 48, H, carries 0.021; number 49, H, carries 0.080; number 50, H, carries 0.094; number 51, H, carries 0.086; number 52, H, carries 0.088; number 53, H, carries 0.106; number 54, H, carries 0.094; number 55, H, carries 0.079; number 56, H, carries 0.074; number 57, H, carries 0.095; number 58, H, carries 0.092; number 59, H, carries 0.071; number 60, H, carries 0.076; number 61, H, carries 0.085; number 62, H, carries 0.133; number 63, H, carries 0.091; number 64, H, carries 0.082; number 65, H, carries 0.094; number 66, H, carries 0.077; number 67, H, carries 0.062; number 68, H, carries 0.086; number 69, H, carries 0.069; number 70, H, carries 0.104; number 71, H, carries 0.107; number 72, H, carries 0.107; number 73, H, carries 0.091

=====

Formula: C4H13N2O2
Source: the Open Molecules 2025 dataset
Level of theory: ωB97M-V with the def2-TZVPD basis set

Atoms and positions in Å:
O -0.25 -0.71 -2.32
O -0.48 1.31 -3.98
N -0.25 -1.01 1.93
N 0.90 0.46 -0.63
C -0.38 0.73 0.03
C 0.16 -0.01 2.94
C -1.00 -0.46 0.79
C 0.80 -0.76 -1.51
H 0.60 -1.40 1.53
H 1.78 -0.82 -2.02
H -0.24 1.58 0.71
H -2.01 -0.18 1.12
H 1.59 0.25 0.09
H -0.28 0.42 -3.56
H 0.80 -0.53 3.67
H -1.14 -1.27 0.09
H -0.21 1.86 -3.24
H -0.72 0.35 3.45
H 0.65 0.86 2.50
H 0.78 -1.65 -0.81
H -1.09 0.96 -0.75

Values from the calculation:
Highest occupied orbital energy   -3.4 eV
F_max   0.0194 hartree/bohr
Frontier orbital gap   6.990 eV
Energy above the lowest of the compared OMol25 structures with the same formula, charge and spin   0.735 eV
2S+1   1
LUMO level   3.63 eV
Total charge   -1

Löwdin charges in e: number 1, O, carries -0.285; number 2, O, carries -0.155; number 3, N, carries -0.128; number 4, N, carries -0.073; number 5, C, carries -0.266; number 6, C, carries -0.153; number 7, C, carries -0.249; number 8, C, carries -0.531; number 9, H, carries 0.071; number 10, H, carries 0.084; number 11, H, carries 0.087; number 12, H, carries 0.101; number 13, H, carries 0.068; number 14, H, carries -0.018; number 15, H, carries 0.068; number 16, H, carries 0.094; number 17, H, carries -0.006; number 18, H, carries 0.063; number 19, H, carries 0.054; number 20, H, carries 0.075; number 21, H, carries 0.098